(1)
ORCA calculation (ωB97M-V with the def2-TZVPD basis set) on 3 unconnected molecules or ions with the total composition C19H44FN8O2P2 at a distorted geometry.

Geometry as XYZ:
```
76
Properties=species:S:1:pos:R:3:forces:R:3
C -0.33139 4.24516 0.62660 -1.29 0.09 -0.27
C -0.94112 3.28024 1.63436 1.46 -1.39 -0.01
F -2.38524 3.16653 1.39027 -0.31 0.56 -0.09
N -0.32949 2.01746 1.58133 -0.07 1.19 0.76
C -0.15021 1.57481 2.88007 0.11 -0.63 -0.01
C -1.16258 0.96248 3.64528 -0.62 0.00 -0.35
C -0.95197 0.50374 4.92404 0.37 0.12 0.09
N 0.22418 0.60639 5.55722 -0.19 -0.17 0.01
C 1.18912 1.17577 4.84241 0.65 0.16 0.22
C 1.07889 1.67207 3.55889 -0.34 -0.26 -0.29
H -1.09835 4.94508 0.27528 0.10 0.15 0.02
H 0.01382 3.67299 -0.23313 0.25 0.04 0.02
H 0.46024 4.81805 1.10337 0.23 -0.14 -0.12
H -0.83273 3.67786 2.65175 -0.65 0.47 -0.07
H -2.14707 0.86054 3.20246 0.00 -0.04 -0.06
H -1.75599 0.02255 5.47115 -0.04 0.02 0.05
H 2.15969 1.25297 5.32838 -0.02 -0.03 0.12
H 1.93306 2.10458 3.05325 0.04 0.02 0.01
O -4.37084 -1.64425 1.17164 -0.19 2.88 0.57
P -4.09553 -1.24677 -0.23441 0.28 -4.33 -2.65
N -5.49696 -1.81840 -1.06426 0.41 -0.30 -0.14
C -5.65704 -2.93116 -1.96295 0.02 0.00 -0.17
C -6.73933 -1.18528 -0.67123 0.09 0.30 0.17
N -2.60269 -2.09446 -0.47672 0.10 -0.38 0.48
C -2.33179 -3.05981 -1.52710 0.09 0.25 -0.35
C -1.87052 -2.43605 0.74625 -0.15 -0.09 0.22
N -3.76997 -0.06284 -1.35801 -0.03 2.15 1.92
C -4.03326 -0.13322 -2.77439 -0.67 -0.21 -0.14
C -2.75799 0.91601 -0.93904 0.28 -0.15 -0.03
H -6.27390 -2.64084 -2.82507 -0.05 -0.01 0.04
H -6.14099 -3.79379 -1.48173 0.01 0.00 -0.02
H -4.71343 -3.27008 -2.37893 -0.02 0.07 0.06
H -6.89649 -0.23564 -1.20434 -0.08 -0.03 0.00
H -6.75373 -0.97425 0.40055 0.03 0.00 -0.01
H -7.58978 -1.83614 -0.88186 0.06 -0.08 -0.04
H -3.11261 -3.81796 -1.63824 0.11 -0.04 -0.01
H -1.41823 -3.60702 -1.29268 0.04 0.11 0.12
H -2.13689 -2.58295 -2.49392 -0.25 -0.02 -0.06
H -2.22003 -3.37216 1.20130 0.02 0.02 0.03
H -1.95628 -1.64804 1.48835 -0.07 0.00 0.00
H -0.80708 -2.53268 0.51504 -0.03 -0.02 -0.14
H -3.71657 -1.07457 -3.23315 0.02 -0.02 0.05
H -3.49043 0.66818 -3.27401 0.09 0.04 0.15
H -5.09362 0.01011 -3.00417 0.00 -0.08 0.01
H -1.74665 0.56475 -1.16907 0.02 0.05 0.02
H -2.80914 1.09900 0.13424 0.10 -0.01 0.01
H -2.91590 1.88078 -1.42238 -0.12 -0.02 -0.01
O 3.77779 -0.61932 1.50857 0.04 2.74 1.28
P 3.93587 0.09315 0.21430 -0.21 -3.73 -3.65
N 2.51927 -0.26517 -0.64625 0.35 -0.30 -0.20
C 2.30418 -1.13609 -1.77123 0.04 0.01 -0.17
C 1.28635 0.27304 -0.05310 0.32 0.11 -0.04
N 5.42019 -0.67131 -0.31057 0.19 -0.32 0.22
C 5.62592 -1.36180 -1.57269 0.09 0.27 -0.24
C 6.21090 -1.29248 0.74917 -0.14 -0.15 0.15
N 4.23380 1.52547 -0.60850 0.23 1.55 2.52
C 3.91414 1.77841 -1.99321 -0.70 -0.16 -0.19
C 5.25216 2.39285 -0.02612 0.20 -0.12 -0.12
H 1.65100 -0.64686 -2.50694 -0.06 -0.02 0.06
H 1.82780 -2.08416 -1.48192 0.00 0.02 -0.01
H 3.21999 -1.37487 -2.30470 -0.04 0.06 0.07
H 1.12278 1.31194 -0.34304 -0.08 0.01 0.07
H 1.31040 0.23604 1.03240 0.06 0.05 0.01
H 0.42059 -0.30968 -0.37134 0.08 -0.09 -0.05
H 4.83371 -2.07425 -1.81507 0.11 -0.03 -0.03
H 6.54618 -1.94618 -1.52600 0.05 0.07 0.13
H 5.77105 -0.67026 -2.40909 -0.26 -0.01 -0.05
H 5.87922 -2.31135 0.98819 0.03 0.01 0.06
H 6.16927 -0.70783 1.66315 -0.11 -0.03 0.02
H 7.26086 -1.32922 0.44321 -0.04 -0.01 -0.15
H 4.21096 0.96931 -2.66611 0.03 -0.04 0.05
H 4.43480 2.67809 -2.32138 0.09 0.01 0.15
H 2.84562 1.95903 -2.13582 0.00 -0.09 0.01
H 6.26135 2.12380 -0.36685 0.00 0.03 -0.01
H 5.23607 2.32127 1.06273 -0.01 -0.06 -0.01
H 5.06257 3.43866 -0.27450 -0.06 -0.02 -0.02
```
Positions in Å, forces in eV/Å.

Summary:
Spin multiplicity: 1
F_max: 0.1015 hartree/bohr
Frontier orbital gap: 6.11 eV
Net charge: -1

Calculated atomic charges, method Löwdin, unit e: C -0.0653; C -0.4780; F -0.1307; N -0.0036; C -0.3648; C -0.0375; C -0.1895; N 0.0119; C -0.2037; C -0.0391; H 0.0567; H 0.0526; H 0.0605; H 0.1214; H 0.0972; H 0.0874; H 0.0862; H 0.0927; O -0.2827; P 0.6541; N -0.3323; C -0.1432; C -0.1349; N -0.2845; C -0.1348; C -0.1356; N -0.3220; C -0.1107; C -0.1033; H 0.0790; H 0.0821; H 0.0400; H 0.0724; H 0.0704; H 0.0756; H 0.0565; H 0.0735; H 0.0719; H 0.0811; H 0.0664; H 0.0720; H 0.0641; H 0.0828; H 0.0741; H 0.0705; H 0.0603; H 0.0824; O -0.2752; P 0.6489; N -0.3194; C -0.1385; C -0.1131; N -0.2921; C -0.1397; C -0.1594; N -0.3232; C -0.1060; C -0.1276; H 0.0814; H 0.0810; H 0.0371; H 0.0554; H 0.0525; H 0.0648; H 0.0578; H 0.0713; H 0.0703; H 0.0815; H 0.0646; H 0.0729; H 0.0639; H 0.0810; H 0.0807; H 0.0757; H 0.0768; H 0.0766



(2)
ORCA calculation (ωB97M-V with the def2-TZVPD basis set) on 3 unconnected molecules or ions with the total composition C19H44N3O4 at a distorted geometry.

Geometry as XYZ:
```
70
Properties=species:S:1:pos:R:3:forces:R:3
C 2.98462 -1.41903 0.21180 -0.25 0.15 0.05
C 2.10172 -0.19535 -0.03108 0.05 -0.67 0.15
O 0.78053 -0.53302 0.36739 0.00 0.22 0.09
C -0.03265 0.61943 0.66769 0.20 -0.74 -0.84
C -1.39972 0.08879 1.07309 0.06 0.38 0.52
C -2.47803 0.17350 -0.00005 -0.73 -0.75 -0.32
C -3.81094 -0.28182 0.61387 0.20 -0.23 -0.20
C -2.17673 -0.73949 -1.20331 0.55 0.71 -0.14
N -2.63643 1.60195 -0.42619 0.89 0.09 1.33
O -3.41137 2.26178 0.34787 -0.41 0.13 -0.33
C -1.36999 2.34358 -0.78939 -0.30 0.18 -0.87
C -1.28324 3.65501 -0.01624 0.19 -0.08 -0.29
C -1.43934 2.68364 -2.29503 -0.09 -0.49 0.26
C -0.12276 1.47874 -0.59736 0.19 0.44 0.36
H 3.71886 -1.54101 -0.58010 0.15 0.02 0.03
H 3.48807 -1.37252 1.17399 0.06 -0.03 0.06
H 2.33695 -2.29400 0.21563 0.03 -0.09 -0.06
H 2.14000 0.04352 -1.09667 -0.12 0.29 0.00
H 2.43628 0.66482 0.55693 0.15 0.14 -0.11
H 0.48882 1.13225 1.48014 -0.29 0.29 0.14
H -1.29212 -0.94290 1.40775 0.03 -0.08 -0.05
H -1.76448 0.65257 1.93533 0.00 0.07 0.00
H -3.92171 0.04234 1.64331 -0.14 0.25 -0.01
H -4.64605 0.06715 0.01361 -0.09 0.10 0.05
H -3.83851 -1.37138 0.60776 0.06 -0.04 0.06
H -2.46128 -1.76447 -0.99357 -0.07 -0.10 -0.02
H -2.68002 -0.37809 -2.09989 -0.28 -0.14 0.05
H -1.11309 -0.71974 -1.42626 0.01 -0.28 -0.05
H -1.20786 3.51782 1.05918 -0.02 0.01 0.08
H -2.13260 4.28565 -0.25922 -0.12 -0.03 0.22
H -0.39439 4.16963 -0.38565 0.12 0.02 0.15
H -2.05423 3.56066 -2.47387 -0.03 0.08 -0.06
H -0.43395 2.82862 -2.68585 0.04 0.26 -0.05
H -1.87195 1.83692 -2.82843 -0.01 0.02 -0.09
H 0.71446 2.17881 -0.63160 0.09 -0.04 -0.04
H 0.00319 0.82294 -1.45478 -0.04 -0.06 -0.03
C 4.53020 3.45332 4.47851 0.08 0.01 -0.01
C 3.74817 2.68921 3.41596 -0.03 0.07 0.15
C 2.93367 3.58891 2.47540 0.03 -0.17 -0.12
O 1.74048 4.08654 3.04074 -0.07 0.10 0.01
C 1.87161 5.24453 3.84317 -0.09 -0.03 -0.02
N 2.90930 1.68099 4.07243 -0.02 0.08 -0.24
H 3.87974 3.81229 5.27600 -0.03 0.01 -0.02
H 5.27158 2.80021 4.93690 -0.02 -0.03 0.02
H 5.05115 4.31074 4.04822 -0.01 0.01 0.00
H 4.47471 2.16070 2.79047 -0.03 0.00 -0.05
H 2.61221 2.98095 1.62326 -0.02 0.01 0.01
H 3.54416 4.40950 2.07511 0.03 0.02 0.09
H 2.65388 5.90668 3.46033 0.03 0.00 0.01
H 2.08861 4.99581 4.88482 0.06 0.03 -0.01
H 0.91880 5.77134 3.81117 0.00 0.00 -0.02
H 2.46829 1.10703 3.35835 0.05 -0.11 0.06
H 2.13608 2.17430 4.51087 0.01 -0.05 0.09
C -0.06847 -6.02469 -3.58160 0.07 0.01 -0.02
C -1.11650 -5.12047 -4.22187 -0.01 -0.15 0.10
C -1.67455 -4.05098 -3.27469 -0.02 0.18 -0.11
O -2.60461 -4.52588 -2.32229 0.03 -0.04 0.07
C -2.04311 -5.08362 -1.14992 -0.09 0.01 0.01
N -2.16633 -5.95328 -4.81267 -0.06 0.14 0.02
H -0.52389 -6.76128 -2.91958 -0.03 0.02 0.02
H 0.47084 -6.57412 -4.35217 -0.03 -0.02 -0.01
H 0.65598 -5.44633 -3.00487 -0.01 0.00 0.01
H -0.62928 -4.58012 -5.03946 -0.01 0.05 0.01
H -2.22420 -3.32053 -3.87465 -0.04 -0.02 0.02
H -0.86312 -3.50932 -2.76894 0.05 -0.06 -0.01
H -1.12744 -4.55872 -0.85946 0.02 -0.01 0.00
H -1.82435 -6.14778 -1.26780 0.06 0.01 0.01
H -2.77778 -4.97340 -0.35273 -0.01 0.01 -0.01
H -2.80557 -5.36981 -5.34365 0.04 -0.02 -0.06
H -2.73033 -6.33006 -4.05610 0.03 -0.06 0.00
```
Positions in Å, forces in eV/Å.

Summary:
Spin multiplicity: 2
F_max: 0.0311 hartree/bohr
<S²>: 0.75
Frontier orbital gap (spin up / spin down): 8.75 / 9.82 eV
Net charge: 0

Calculated atomic charges, method natural (NBO), unit e: C -0.6282; C -0.0645; O -0.5546; C 0.1107; C -0.4493; C 0.0993; C -0.5976; C -0.6226; N 0.0232; O -0.3922; C 0.1101; C -0.6146; C -0.6071; C -0.4549; H 0.2083; H 0.2096; H 0.2254; H 0.1641; H 0.1566; H 0.1782; H 0.2389; H 0.2231; H 0.2182; H 0.2288; H 0.2020; H 0.2224; H 0.2152; H 0.2107; H 0.2214; H 0.2299; H 0.2026; H 0.2172; H 0.2056; H 0.2135; H 0.2237; H 0.2210; C -0.6140; C -0.0815; C -0.0704; O -0.5497; C -0.2472; N -0.8200; H 0.2025; H 0.2218; H 0.2035; H 0.1864; H 0.1759; H 0.1654; H 0.1684; H 0.1663; H 0.1925; H 0.3487; H 0.3558; C -0.6137; C -0.0803; C -0.0737; O -0.5499; C -0.2493; N -0.8243; H 0.2017; H 0.2208; H 0.2029; H 0.1867; H 0.1831; H 0.1638; H 0.1693; H 0.1668; H 0.1898; H 0.3523; H 0.3552



(3)
ORCA calculation (ωB97M-V with the def2-TZVPD basis set) on 2 unconnected molecules or ions with the total composition C19H44N4O5P at a distorted geometry.

Geometry as XYZ:
```
73
Properties=species:S:1:pos:R:3:forces:R:3
C 1.95900 1.97768 1.70285 -0.51 0.32 0.74
C 1.93790 1.90059 0.06206 1.34 -0.91 0.93
O 0.82250 2.63130 -0.56840 -0.48 -1.57 1.49
C -0.48021 2.25473 0.00533 -1.59 -0.04 1.02
C -1.76129 2.75315 -0.92674 1.96 1.13 -0.59
O -2.65256 1.66045 -1.34632 -1.20 1.26 1.54
C -3.90593 1.63526 -0.56225 -0.73 -0.61 -0.15
O -3.51880 1.57633 0.85896 0.12 -1.43 -1.73
C -4.92614 2.89869 -0.92272 0.88 -0.64 -0.48
C -6.37969 2.74583 -0.18053 -0.01 3.28 0.29
C -6.43765 3.97965 0.94824 1.05 -1.10 -0.12
C -7.56592 3.09001 -1.26378 -0.34 1.04 -0.42
N -6.57614 1.47098 0.60376 -2.88 -0.29 -1.88
O -7.82135 1.38143 1.14085 3.35 0.29 -0.97
C -6.21948 0.22480 -0.16938 0.42 -3.43 0.55
C -7.38530 -0.30011 -1.21196 0.38 -0.88 -0.05
C -6.07734 -0.98879 0.97362 0.73 0.56 0.54
C -4.77869 0.26618 -0.94863 0.61 1.70 -1.02
H 1.57499 3.04380 2.07090 1.02 -2.19 -0.87
H 1.23414 1.19647 2.22893 1.49 1.54 -1.32
H 3.03992 1.78510 2.15375 -2.25 0.44 -1.22
H 1.96322 0.74433 -0.23037 -0.38 2.42 0.41
H 2.97947 2.33086 -0.31080 -2.56 -0.60 0.52
H -0.62421 1.10006 0.18019 0.64 2.00 -0.58
H -0.65864 2.76099 1.07119 0.69 -1.03 -2.20
H -1.27609 3.21258 -1.91039 -1.12 -1.06 1.98
H -2.28608 3.63206 -0.35932 0.69 -1.94 -1.10
H -3.00878 0.69592 0.93595 -1.16 2.00 -0.16
H -4.40739 3.95827 -0.74470 -1.31 -2.41 -0.04
H -5.08498 2.83657 -2.09968 0.42 -0.05 2.54
H -5.52384 3.74598 1.67994 -2.20 0.59 -1.29
H -7.47522 3.95451 1.49029 2.16 0.20 -1.01
H -6.19091 4.99452 0.41750 -0.76 -1.95 0.99
H -8.59955 2.58150 -1.04185 2.22 0.78 -0.34
H -7.76087 4.26422 -1.17233 0.42 -2.55 -0.23
H -7.24227 2.93013 -2.39836 -0.70 0.01 2.51
H -8.41930 -0.50981 -0.66756 2.27 0.86 -1.14
H -7.01852 -1.37081 -1.58959 -0.66 2.33 0.77
H -7.48067 0.37459 -2.16374 0.01 -1.15 1.94
H -5.38989 -1.87971 0.58025 -1.85 1.87 0.65
H -5.47909 -0.52080 1.88825 -1.35 -0.96 -1.85
H -7.12539 -1.35574 1.36217 2.18 0.71 -0.90
H -5.00329 0.33897 -2.11845 0.63 -0.25 2.51
H -4.08278 -0.65551 -0.75750 -1.57 1.63 -0.24
O 5.18309 -0.35361 -0.19317 1.19 0.60 -3.95
P 5.81435 -1.71902 -0.56020 -1.56 -2.33 6.81
N 4.40361 -2.57778 -0.20060 -1.88 -1.39 -0.42
C 3.94364 -3.10361 1.06275 0.04 -0.08 0.24
C 3.28457 -2.38245 -1.11759 0.22 0.29 -0.23
N 6.94300 -1.64309 0.72684 1.62 1.19 0.35
C 6.92315 -2.42793 1.94558 0.45 -0.69 -0.39
C 7.46709 -0.30747 1.04701 -0.15 0.19 -0.34
N 6.54002 -3.28866 -0.98213 1.11 1.51 -1.16
C 5.98135 -4.62620 -0.90236 -0.82 -0.18 -0.95
C 7.98020 -3.31892 -1.23303 0.12 0.33 -0.48
H 3.38410 -4.03134 0.88671 -0.15 0.13 -0.07
H 3.28763 -2.40057 1.59515 0.01 -0.02 0.04
H 4.72995 -3.40296 1.74340 0.21 0.20 -0.07
H 3.52637 -2.81821 -2.09153 -0.09 0.02 -0.20
H 3.06485 -1.32180 -1.26515 -0.05 0.07 -0.03
H 2.35851 -2.85954 -0.77263 0.39 -0.02 0.13
H 6.14123 -2.08867 2.63307 -0.07 -0.04 0.04
H 7.88002 -2.34968 2.47969 -0.08 0.18 -0.22
H 6.80926 -3.49439 1.74099 -0.22 0.03 -0.03
H 6.77250 0.25805 1.67786 0.00 0.10 -0.05
H 7.65366 0.26672 0.13206 -0.22 -0.08 0.26
H 8.42911 -0.36739 1.56944 -0.13 -0.33 -0.02
H 5.95224 -4.98790 0.12950 -0.10 0.16 0.07
H 6.57149 -5.34964 -1.47849 0.20 0.32 0.05
H 4.98040 -4.68514 -1.33940 0.08 0.07 0.32
H 8.52557 -3.65268 -0.34603 -0.02 -0.01 0.04
H 8.35028 -2.32772 -1.51349 -0.04 -0.17 0.22
H 8.23185 -3.98557 -2.06386 -0.11 -0.03 0.03
```
Positions in Å, forces in eV/Å.

Summary:
Spin multiplicity: 2
F_max: 0.1432 hartree/bohr
Energy relative to the best compared isomer or geometry (same formula, charge and spin): 136.9 kcal/mol
<S²>: 0.75
Frontier orbital gap: 6.92 eV
Net charge: 0

Calculated atomic charges, method Löwdin, unit e: C -0.1321; C -0.2450; O -0.2086; C -0.1808; C -0.1432; O -0.1336; C -0.4208; O -0.0434; C -0.0270; C -0.4144; C -0.0673; C -0.0678; N -0.1244; O -0.0414; C -0.4159; C -0.0683; C -0.0700; C -0.0300; H 0.0883; H 0.0782; H 0.0844; H 0.1196; H 0.1353; H 0.1329; H 0.1324; H 0.1476; H 0.1254; H 0.1345; H 0.1321; H 0.1332; H 0.1039; H 0.0926; H 0.0864; H 0.0935; H 0.0946; H 0.0873; H 0.1018; H 0.1029; H 0.0789; H 0.0913; H 0.0962; H 0.0897; H 0.1409; H 0.1298; O -0.3123; P 0.7584; N -0.3772; C -0.1309; C -0.1312; N -0.3344; C -0.1367; C -0.1461; N -0.2979; C -0.1143; C -0.1419; H 0.0833; H 0.0892; H 0.0425; H 0.0722; H 0.0557; H 0.0836; H 0.0851; H 0.0837; H 0.0664; H 0.0774; H 0.0724; H 0.0779; H 0.0815; H 0.0810; H 0.0800; H 0.0829; H 0.0748; H 0.0755